[1]
DFT (ωB97M-V with the def2-TZVPD basis set) results for a molecular structure, C4H30O16Zn2.

Values from the calculation:
energy: -134215.6607 eV
total charge: +2
gap between HOMO and LUMO: 3.59 eV

```
52
C4H30O16Zn2, DFT ωB97M-V with the def2-TZVPD basis set
Zn 2.25 -3.03 -0.22
Zn 0.31 0.10 -3.18
C -0.60 3.69 -4.62
C -0.26 2.36 -4.09
O -0.50 2.02 -2.89
O 0.28 1.45 -4.80
H -1.38 4.14 -4.03
H -0.97 3.63 -5.65
H 0.29 4.32 -4.58
C -0.49 0.00 1.07
C 0.40 -0.63 0.04
O 0.23 -0.22 -1.12
O 1.29 -1.50 0.45
H 0.07 0.50 1.86
H -1.10 -0.82 1.49
H -1.24 0.67 0.66
O 3.70 0.90 0.16
H 3.38 1.22 1.02
H 2.92 0.56 -0.28
O -0.29 -3.40 2.40
H -0.88 -2.98 1.76
H 0.22 -4.04 1.90
O 2.31 0.56 -2.88
H 3.02 0.05 -3.28
H 2.59 1.49 -2.96
O -2.68 -3.20 0.68
H -2.74 -4.13 0.93
H -2.82 -3.19 -0.28
O -1.59 -0.59 -3.30
H -2.10 -0.76 -4.11
H -2.21 -0.68 -2.57
O 2.32 -0.62 2.99
H 2.05 -1.20 3.71
H 2.02 -1.04 2.18
O 2.19 2.18 2.88
H 2.41 2.35 3.80
H 2.23 1.22 2.79
O 0.47 3.04 -0.30
H -0.34 3.21 0.18
H 0.19 2.69 -1.16
O -1.48 -2.05 4.76
H -1.19 -2.31 3.88
H -0.89 -1.33 5.03
O -4.48 -0.96 2.15
H -3.83 -1.56 1.78
H -5.30 -1.47 2.17
O -3.42 1.64 1.98
H -3.90 0.80 2.04
H -2.51 1.43 2.20
O 3.76 -1.80 -0.78
H 4.33 -1.80 -1.56
H 3.94 -0.94 -0.30
```

***

[2]
DFT (ωB97M-V with the def2-TZVPD basis set) results for 11 unconnected molecules or ions with the total composition C4H31N2O10.

Values from the calculation:
energy: -28098.5686 eV
total charge: +1
gap between HOMO and LUMO: 9.91 eV

```
47
C4H31N2O10, DFT ωB97M-V with the def2-TZVPD basis set
C -3.68 0.19 -1.01
C -2.57 0.38 -1.99
C -1.27 -0.22 -1.35
C -0.23 -0.49 -2.14
N 0.90 -1.22 -1.67
N -3.34 0.54 0.39
H -3.99 -0.91 -0.90
H -4.51 0.78 -1.43
H -2.09 1.42 -1.85
H -2.87 0.09 -3.01
H -1.35 -0.57 -0.32
H -0.07 -0.20 -3.18
H 0.63 -1.97 -1.01
H 1.61 -1.52 -2.41
H 1.58 -0.55 -1.19
H -2.73 1.33 0.54
H -4.11 0.51 1.04
H -2.56 -1.86 1.90
H -2.73 -1.91 0.45
O -2.35 -2.46 1.16
H 4.19 -0.30 -1.52
H 3.35 0.38 -2.68
O 3.42 -0.38 -2.07
H 1.38 2.49 -2.20
H 2.99 2.84 -2.03
O 2.30 2.21 -2.24
H 1.22 3.91 1.30
H -0.14 4.38 0.65
O 0.35 3.64 1.00
H 1.98 1.49 -0.46
H 1.18 1.43 0.84
O 1.25 1.03 -0.03
H 0.81 -2.41 0.85
H 0.20 -1.18 1.43
O 1.02 -1.45 1.00
H 0.31 2.50 3.70
H -0.43 2.38 2.37
O 0.00 1.83 3.08
H 3.48 0.26 1.68
H 3.17 -0.37 0.32
O 3.45 0.49 0.69
H -1.40 -0.59 2.51
H -0.21 -0.55 3.25
O -0.92 -1.21 3.07
H -0.02 -4.39 0.59
H -0.97 -2.99 0.81
O -0.28 -3.51 0.31
```

***

[3]
DFT (ωB97M-V with the def2-TZVPD basis set) results for 10 unconnected molecules or ions with the total composition C4H31N2O10.

Values from the calculation:
energy: -28097.4250 eV
total charge: +1
gap between HOMO and LUMO: 9.81 eV

```
47
C4H31N2O10, DFT ωB97M-V with the def2-TZVPD basis set
N 2.26 0.81 -0.21
C 2.78 -0.58 0.06
C 2.45 -1.33 -1.27
N 1.03 -1.39 -1.34
C 0.55 -2.43 -2.22
C -0.64 -2.90 -1.47
O -1.68 -1.77 -1.53
H 2.01 1.06 -1.12
H 3.05 1.38 0.13
H 1.42 1.04 0.54
H 3.83 -0.56 0.30
H 2.42 -1.04 0.94
H 2.90 -0.81 -2.04
H 2.98 -2.30 -1.34
H 0.70 -0.55 -1.62
H 0.38 -2.12 -3.26
H 0.98 -3.35 -2.54
H -0.54 -3.17 -0.38
H -1.29 -3.59 -1.97
H -2.56 -2.01 -1.10
H -3.76 -0.52 0.05
H -5.24 -0.45 -0.13
O -4.50 -1.02 0.35
H 0.32 2.81 3.47
H -0.33 2.16 2.16
O 0.53 2.23 2.74
H -1.88 2.88 -0.22
H -1.82 1.75 1.03
O -1.84 2.66 0.75
H 2.27 1.33 2.62
H 1.75 -0.01 2.96
O 2.49 0.36 2.51
H -1.19 -0.52 1.06
H -1.58 -0.42 -0.39
O -1.44 0.08 0.32
H 2.52 2.45 -3.15
H 3.55 1.32 -3.05
O 3.13 2.02 -2.50
H 0.71 1.81 -4.64
H 0.12 2.27 -3.34
O 0.82 1.79 -3.74
H -4.10 1.48 3.23
H -2.71 1.59 3.96
O -3.33 0.92 3.52
H -1.85 -2.00 2.60
H -1.52 -1.10 3.62
O -1.10 -1.43 2.81
```

***

[4]
DFT (ωB97M-V with the def2-TZVPD basis set) results for 11 unconnected molecules or ions with the total composition C4H31N2O10.

Values from the calculation:
energy: -28099.6297 eV
total charge: +1
gap between HOMO and LUMO: 10.49 eV

```
47
C4H31N2O10, DFT ωB97M-V with the def2-TZVPD basis set
C 0.13 -3.62 0.95
C 1.38 -2.73 1.02
C 1.67 -1.69 -0.14
N 1.35 0.65 -1.83
C 0.42 -0.23 -1.67
N 0.58 -1.48 -1.21
H -0.24 -3.78 1.96
H -0.70 -3.14 0.37
H 0.32 -4.56 0.46
H 2.30 -3.42 1.02
H 1.42 -2.12 1.90
H 2.53 -2.00 -0.68
H 1.78 -0.71 0.34
H 1.00 1.57 -2.02
H 2.32 0.50 -1.56
H -0.64 -0.23 -2.00
H -0.09 -2.19 -0.96
H -2.21 0.82 -4.52
H -2.68 2.15 -3.89
O -2.51 1.22 -3.69
H -0.66 3.89 2.59
H -1.77 3.06 2.86
O -1.37 3.47 2.08
H -2.99 1.71 3.31
H -2.16 0.47 3.80
O -2.26 1.11 3.09
H -1.35 -4.11 -1.88
H -2.49 -3.70 -1.07
O -1.69 -3.32 -1.45
H 3.49 2.02 2.36
H 3.99 0.78 3.05
O 4.25 1.44 2.40
H 4.16 1.97 0.17
H 4.17 0.45 0.44
O 3.77 1.14 -0.10
H -4.01 -1.19 -2.60
H -4.91 -0.65 -1.45
O -4.17 -1.23 -1.65
H 1.54 2.65 0.01
H 0.57 2.03 1.10
O 1.09 1.85 0.30
H -0.38 3.65 -0.66
H 0.29 4.52 -1.76
O 0.43 3.76 -1.18
H -1.87 -1.06 0.53
H -1.92 0.38 1.34
O -1.83 -0.11 0.51
```

***

[5]
DFT (ωB97M-V with the def2-TZVPD basis set) results for 11 unconnected molecules or ions with the total composition C4H31NO10S.

Values from the calculation:
energy: -37450.4200 eV
gap between HOMO and LUMO: 9.18 eV

```
47
C4H31NO10S, DFT ωB97M-V with the def2-TZVPD basis set
C 1.98 0.31 -0.12
N 0.65 -0.15 0.36
C 0.20 -1.27 -0.52
C -1.13 -1.92 -0.07
S -2.23 -2.30 -1.47
C 2.50 1.47 0.77
H 2.07 0.68 -1.12
H 2.63 -0.62 -0.06
H -0.12 0.53 0.26
H 0.04 -0.89 -1.53
H 1.04 -2.01 -0.58
H -1.69 -1.29 0.64
H -0.81 -2.75 0.59
H -1.29 -2.60 -2.40
H 2.48 2.36 0.08
H 3.57 1.44 0.98
H 1.88 1.71 1.64
H -3.81 0.88 -0.67
H -2.46 1.10 -0.18
O -3.14 1.58 -0.69
H 1.48 -0.07 3.43
H 1.51 -1.40 3.86
O 1.33 -0.54 4.26
H -2.99 1.35 2.59
H -2.42 0.05 2.13
O -2.91 0.82 1.78
H 1.79 -1.77 1.28
H 1.36 -3.18 1.28
O 1.38 -2.44 1.90
H -0.24 -1.01 2.13
H -0.63 -0.56 3.51
O -1.03 -0.83 2.66
H -2.32 1.80 -3.53
H -2.34 1.43 -2.01
O -1.86 1.27 -2.88
H 0.26 0.53 -4.51
H -0.71 -0.11 -3.51
O 0.07 -0.30 -4.06
H 0.34 2.01 2.23
H -1.07 2.50 1.66
O -0.14 2.71 1.78
H 1.12 3.77 -0.49
H 0.59 2.65 -1.43
O 1.39 3.10 -1.14
H 1.82 -2.96 -2.44
H 0.94 -2.34 -3.64
O 0.95 -2.74 -2.76
```

***

[6]
DFT (ωB97M-V with the def2-TZVPD basis set) results for 11 unconnected molecules or ions with the total composition C4H32N2O10.

Values from the calculation:
energy: -28108.3879 eV
total charge: +2
gap between HOMO and LUMO: 11.12 eV

```
48
C4H32N2O10, DFT ωB97M-V with the def2-TZVPD basis set
C -2.13 -0.66 -0.55
C -1.16 -0.19 -1.65
C 0.21 -0.79 -1.44
C 1.01 -0.65 -2.50
N 2.46 -0.95 -2.54
N -1.83 0.07 0.74
H -3.15 -0.40 -0.84
H -2.20 -1.79 -0.38
H -1.49 -0.49 -2.71
H -1.11 0.89 -1.71
H 0.53 -1.32 -0.56
H 0.87 -0.24 -3.57
H 2.73 -1.86 -2.00
H 2.89 -0.93 -3.52
H 2.92 -0.23 -1.94
H -2.60 0.76 1.06
H -1.61 -0.60 1.49
H -0.99 0.69 0.65
H 3.95 0.44 1.48
H 2.46 0.51 1.29
O 3.21 -0.03 1.07
H 2.16 2.88 -3.72
H 3.31 2.35 -3.05
O 2.35 2.20 -3.02
H -0.17 -3.01 3.48
H -0.27 -2.99 1.95
O -0.58 -2.54 2.77
H 0.30 -4.15 -0.10
H 1.44 -3.48 0.61
O 0.48 -3.43 0.50
H 3.91 -2.86 0.41
H 3.12 -1.58 0.38
O 3.22 -2.42 -0.11
H -4.30 2.31 -1.88
H -3.54 2.17 -3.20
O -3.50 2.00 -2.25
H -0.29 -0.89 2.95
H -0.29 0.24 4.06
O -0.25 0.07 3.10
H 0.93 2.72 1.81
H 0.76 1.17 2.12
O 1.13 1.80 1.50
H -3.75 1.90 2.81
H -4.07 0.49 3.17
O -3.52 0.98 2.51
H -0.69 3.29 -0.02
H -1.16 4.63 0.30
O -1.54 3.79 -0.01
```

***

no.,HOMO level (eV)
1,-14.9149
2,-12.5344
3,-12.4741
4,-12.8307
5,-9.0010
6,-16.3053